No. 1
C4H2NO2S | wB97M-V/def2-TZVPD

Output
**HOMO**: -0.169 Ha
**Relative energy (zero: lowest compared OMol25 entry of this formula, charge and spin)**: 35.33 kcal per mole
**SMILES**: O=C([O-])N=C=CC=S
**Total charge**: -1

CARTESIAN COORDINATES (ANGSTROEM)
O1 0.72708 1.54387 2.53693
C1 1.52818 0.98341 1.79600
O2 2.60321 1.17720 1.36000
N1 0.77505 -0.32557 1.20759
C2 -0.15414 -0.30210 0.44595
C3 -1.16719 -0.66399 -0.33134
C4 -0.67764 -0.74500 -1.84219
S1 -1.74095 -0.71086 -3.04961
H1 -2.24328 -0.60308 -0.21844
H2 0.34968 -0.35387 -1.90489

---

No. 2
C34H52F3N5O4PSeTeTi | wB97M-V/def2-TZVPD

Output
**HOMO (spin up / spin down)**: -0.086 / -0.177 Ha
**Expectation value of S²**: 2.020
**Relative energy (zero: lowest compared OMol25 entry of this formula, charge and spin)**: 4.73 kcal per mole
**Total charge**: -1
**Multiplicity**: 3

CARTESIAN COORDINATES (ANGSTROEM)
Ti1 1.74665 -0.24160 0.51645
N1 -0.45663 -0.09898 1.05403
C1 -0.71495 0.40701 2.39798
C2 0.21623 -0.31857 3.35634
N2 1.62138 -0.18475 2.94566
C3 2.44934 0.56154 3.90869
C4 2.34936 2.07995 3.89595
N3 3.41248 2.68290 3.10006
H1 -0.93139 0.43277 0.32730
H2 -0.78472 -1.05171 0.94811
H3 -1.76446 0.26675 2.69845
H4 -0.49803 1.47833 2.38390
H5 -0.02985 -1.38548 3.36574
H6 0.08164 0.05692 4.37915
H7 2.02433 -1.12224 2.95544
H8 3.48460 0.26608 3.72833
H9 2.18759 0.20261 4.91570
H10 2.47193 2.42958 4.92535
H11 1.33941 2.37962 3.57569
H12 3.30967 3.69344 3.12765
H13 3.23031 2.45068 2.12694
F1 0.28449 9.31594 -0.75465
C5 -0.48124 8.57143 0.07589
F2 -0.48586 9.20062 1.27503
F3 -1.75242 8.65673 -0.40124
C6 -0.00651 7.15354 0.17954
C7 -0.27004 6.42291 1.33490
C8 0.11930 5.10057 1.41162
C9 0.76791 4.47855 0.33394
C10 1.02360 5.22902 -0.82206
C11 0.63860 6.55346 -0.89905
C12 1.14252 3.10600 0.41769
C13 1.36782 1.90640 0.48132
H14 -0.77505 6.88516 2.17250
H15 -0.08131 4.52151 2.30380
H16 1.52207 4.75468 -1.65584
H17 0.84212 7.12187 -1.79666
C14 5.15232 0.35734 0.94209
C15 3.72217 0.12708 0.57639
O1 3.38734 0.00810 -0.62399
H18 5.62759 -0.63000 0.94710
H19 5.25390 0.78215 1.93640
H20 5.65685 0.98245 0.20054
C16 -3.47744 -3.44654 2.27635
C17 -2.55434 -2.92170 1.18849
C18 -2.58891 -3.77348 -0.07063
C19 -1.63328 -3.30926 -1.17329
N4 -2.02362 -2.08444 -1.83051
C20 -1.23700 -0.89536 -1.85503
Se1 0.66959 -0.96363 -1.95299
N5 -1.96823 -0.05004 -2.71878
C21 -1.47620 1.22937 -3.17339
C22 -1.24004 2.20399 -2.02446
C23 -2.44418 2.42743 -1.11962
C24 -3.61160 3.11965 -1.80785
C25 -3.07512 -0.67843 -3.21838
C26 -4.06682 -0.26384 -4.08932
C27 -5.08330 -1.17608 -4.41241
C28 -5.09752 -2.44995 -3.88593
C29 -4.10013 -2.87532 -2.99419
C30 -3.10418 -1.97729 -2.65915
H21 -3.43696 -2.83523 3.17802
H22 -3.20798 -4.46542 2.55795
H23 -4.51234 -3.46459 1.93317
H24 -1.52469 -2.87671 1.56019
H25 -2.84017 -1.89958 0.92592
H26 -3.61381 -3.79924 -0.44908
H27 -2.33762 -4.80790 0.18589
H28 -1.52083 -4.09863 -1.92809
H29 -0.63775 -3.11427 -0.76337
H30 -2.20682 1.61283 -3.88529
H31 -0.53368 1.07250 -3.71192
H32 -0.91179 3.15924 -2.45093
H33 -0.39408 1.83439 -1.43645
H34 -2.12386 3.01267 -0.25280
H35 -2.77748 1.45959 -0.72950
H36 -3.29534 4.06868 -2.24506
H37 -4.42243 3.33184 -1.11103
H38 -4.02833 2.50747 -2.60799
H39 -4.05824 0.72439 -4.52391
H40 -5.86795 -0.86886 -5.09136
H41 -5.89023 -3.13395 -4.15905
H42 -4.10959 -3.87802 -2.59005
C31 4.92006 -3.04560 -1.83032
C32 4.54557 -3.59092 -0.47153
O2 3.25479 -3.07476 -0.13810
P1 2.47734 -3.31072 1.24296
O3 1.34631 -2.29753 1.15739
Te1 3.89795 -3.22658 3.13168
O4 1.86421 -4.79104 1.16378
C33 0.98973 -5.08955 0.05526
C34 1.39087 -6.42508 -0.52347
H43 5.94691 -3.32206 -2.07731
H44 4.83787 -1.96050 -1.83529
H45 4.26081 -3.43545 -2.60378
H46 5.24926 -3.29991 0.31746
H47 4.48050 -4.68676 -0.47514
H48 1.05598 -4.29363 -0.69177
H49 -0.02959 -5.10741 0.44992
H50 2.38764 -6.37278 -0.96267
H51 0.69184 -6.71995 -1.30642
H52 1.39521 -7.19635 0.24498

---

No. 3
C30H45BrCoN2P2 | wB97M-V/def2-TZVPD

Output
**HOMO (spin up / spin down)**: -0.452 / -0.452 Ha
**Expectation value of S²**: 3.767
**Total charge**: +2
**Multiplicity**: 4

CARTESIAN COORDINATES (ANGSTROEM)
N1 -6.01828 4.40800 -4.10430
C1 -5.85013 4.62695 -2.78886
C2 -5.00002 3.83917 -2.00706
C3 -4.27747 2.78285 -2.61334
C4 -4.42051 2.59170 -4.00451
C5 -5.32358 3.43237 -4.70954
C6 -3.31744 2.00230 -1.81593
Co1 -0.48243 0.03237 0.12823
P1 4.20603 -0.48452 0.71594
C7 -2.26172 1.29351 -2.29363
C8 -0.97628 1.39568 -1.62437
C9 0.22345 1.37303 -2.36729
C10 1.32647 2.12397 -1.91776
C11 1.31107 2.82005 -0.68936
C12 0.19857 2.66286 0.16430
C13 -0.93832 1.91958 -0.29443
Br1 2.71981 3.91360 -0.21991
H1 -3.48615 2.15318 -0.75608
H2 -2.30552 0.85466 -3.29186
H3 -4.88828 4.04566 -0.92574
H4 -3.84824 1.81413 -4.51553
H5 -6.42804 5.43927 -2.32222
H6 -5.47161 3.26158 -5.78114
H7 0.17273 0.85383 -3.33229
H8 -1.85028 2.02795 0.27239
H9 2.13113 2.30517 -2.62555
H10 0.08211 3.26207 1.05433
P2 -0.58870 -2.24444 0.04125
C14 4.58010 1.29202 0.60555
C15 6.06351 1.49096 0.26928
H11 4.37725 1.73263 1.57926
H12 3.91297 1.79203 -0.11062
H13 6.33321 2.56589 0.30774
H14 6.69370 0.97320 0.99290
H15 6.29509 1.08908 -0.72424
C16 3.51146 -0.87109 -0.92606
C17 4.45954 -1.80448 -1.68925
H16 3.34818 0.06168 -1.49173
H17 2.52446 -1.33161 -0.79573
H18 4.09697 -1.98987 -2.71024
H19 5.46048 -1.36568 -1.76987
H20 4.56789 -2.75852 -1.15682
C18 2.95831 -0.66923 1.99480
C19 3.30659 -1.54832 3.23756
H21 2.10444 -1.06926 1.43146
H22 2.67136 0.31996 2.35178
H23 2.39393 -2.03505 3.58222
H24 4.08814 -2.27954 3.02768
H25 3.64481 -0.88651 4.02934
C20 -0.25557 -3.53788 1.29445
C21 -1.31560 -4.63665 1.49726
H26 -0.08305 -3.00052 2.24519
H27 0.70450 -4.00652 1.00561
H28 -2.18491 -4.26445 2.05609
H29 -1.69305 -5.05724 0.55219
H30 -0.86122 -5.46200 2.06854
C22 0.32283 -2.89753 -1.41300
C23 -0.11669 -2.24536 -2.72603
H31 0.18715 -3.99715 -1.42346
H32 1.39963 -2.71520 -1.24646
H33 -1.21089 -2.26870 -2.83144
H34 0.20049 -1.19558 -2.79191
H35 0.33843 -2.77386 -3.57865
C24 -2.38033 -2.33741 -0.34170
C25 -3.35226 -2.13621 0.83098
H36 -2.56077 -3.29850 -0.85278
H37 -2.51865 -1.51212 -1.06403
H38 -3.87869 -1.17954 0.68468
H39 -4.11533 -2.92923 0.85907
H40 -2.87167 -2.10083 1.82278
C26 -0.70019 0.87970 5.15540
C27 0.10665 1.62300 4.31547
C28 0.22288 1.28378 2.95191
N2 -0.38264 0.22274 2.39024
C29 -1.01625 -0.59008 3.27078
C30 -1.26776 -0.25365 4.61123
H41 -0.88716 1.16835 6.21186
H42 0.66776 2.48261 4.65825
H43 0.80586 1.92931 2.29552
H44 -1.39942 -1.52985 2.89029
H45 -1.93483 -0.87821 5.19092

---

No. 4
C21H18ClF17I2N2O3S | wB97M-V/def2-TZVPD

Output
**HOMO**: -0.338 Ha
**SMILES**: C[C@H](F)c1c(Cl)c(O)c([C@@H](I)[C@H](C)I)c2nsnc12.FC(F)C(F)(F)COC(F)(F)C(F)F.FC(F)C(F)(F)COC(F)(F)C(F)F

CARTESIAN COORDINATES (ANGSTROEM)
C1 -7.42200 -0.77049 1.91646
C2 -5.87344 -0.69398 1.65250
F1 -5.31071 -1.90227 2.20719
C3 -5.14945 0.51115 2.32842
C4 -3.92618 1.05592 1.71606
Cl1 -3.29043 0.37556 0.17361
C5 -3.12678 2.21200 2.33574
O1 -1.95973 2.61264 1.68295
C6 -3.53521 2.84571 3.57537
C7 -2.79278 3.99197 4.32568
I1 -1.39747 3.15481 5.80190
C8 -2.14724 5.09597 3.39974
C9 -1.34423 6.10245 4.36800
I2 -3.69667 6.33488 2.46041
C10 -4.79519 2.31232 4.22926
N1 -5.36241 2.73715 5.42623
S1 -6.69714 1.80229 5.72694
N2 -6.70422 0.79750 4.39097
C11 -5.60861 1.15711 3.62863
H1 -7.70125 -0.96688 2.98190
H2 -7.88244 0.16432 1.49287
H3 -7.81783 -1.63650 1.29922
H4 -5.68807 -0.73802 0.54803
H5 -2.20131 3.36622 1.10077
H6 -3.57877 4.51971 4.94824
H7 -1.38709 4.71646 2.67258
H8 -1.17193 7.08587 3.84293
H9 -1.88659 6.20954 5.34625
H10 -0.31010 5.66267 4.51504
F2 3.69264 0.48776 -1.09346
C12 2.87014 -0.40618 -0.51656
F3 2.93695 -1.53343 -1.27492
C13 1.42476 0.08451 -0.43298
F4 0.89412 0.24443 -1.66797
F5 0.69270 -0.90125 0.16320
C14 1.18827 1.37011 0.38415
O2 1.09647 2.59518 -0.34898
C15 2.28949 3.24639 -0.68808
F6 3.31614 2.69368 -0.01439
F7 2.17321 4.50996 -0.21935
C16 2.52642 3.29360 -2.20053
F8 2.54756 2.05942 -2.74231
F9 3.72256 3.86647 -2.47565
H11 3.26111 -0.64954 0.47540
H12 0.19971 1.26123 0.83669
H13 1.87098 1.45486 1.23222
H14 1.74176 3.86907 -2.69669
F10 4.17052 -3.58977 -5.00672
C17 4.49382 -3.29916 -3.73148
F11 5.35014 -2.24744 -3.78476
C18 5.14676 -4.47424 -3.00392
F12 6.33766 -4.79237 -3.56319
F13 5.42842 -4.06239 -1.73288
C19 4.29579 -5.75349 -2.87877
O3 4.52931 -6.79071 -3.83423
C20 3.87639 -6.69959 -5.07021
F14 2.92955 -5.74353 -5.01468
F15 3.21664 -7.86856 -5.23303
C21 4.84884 -6.50711 -6.23751
F16 5.61100 -5.40680 -6.07740
F17 4.17023 -6.35205 -7.40000
H15 3.59225 -2.96590 -3.21029
H16 4.57893 -6.20737 -1.92681
H17 3.23148 -5.53266 -2.77429
H18 5.51254 -7.36922 -6.33348

---

No. 5
C4H10N3 | wB97M-V/def2-TZVPD

Output
**HOMO (spin up / spin down)**: -0.467 / -0.445 Ha
**Relative energy (zero: lowest compared OMol25 entry of this formula, charge and spin)**: 161.53 kcal per mole
**Total charge**: +1

CARTESIAN COORDINATES (ANGSTROEM)
C1 -2.36364 0.23365 0.11649
C2 0.06204 0.35303 0.65920
C3 2.44178 0.12154 -0.16793
C4 1.04091 0.79091 -0.38403
N1 -3.40037 0.85594 -0.05297
N2 -1.84802 -0.99120 -0.01093
N3 -0.41835 -1.04600 0.24376
H1 0.47343 0.58688 1.70992
H2 3.08203 0.59490 0.45260
H3 2.88882 0.01594 -1.12197
H4 2.36033 -0.88855 0.11069
H5 0.88525 0.51444 -1.46532
H6 1.10718 1.81554 -0.29332
H7 -3.82576 1.75177 -0.19269
H8 -2.31230 -1.84025 0.03644
H9 0.20731 -1.17439 -0.69429
H10 -0.38062 -1.69416 1.05436

---

No. 6
C25H32CoN5O5S2SeSi | wB97M-V/def2-TZVPD

Output
**HOMO (spin up / spin down)**: -0.170 / -0.170 Ha
**Expectation value of S²**: 0.968
**Relative energy (zero: lowest compared OMol25 entry of this formula, charge and spin)**: 28.27 kcal per mole
**Total charge**: -1
**Multiplicity**: 2

CARTESIAN COORDINATES (ANGSTROEM)
Co1 0.12629 -0.22768 -0.58312
C1 -4.63098 1.65321 -0.88221
Si1 -3.60246 2.63948 0.37114
C2 -4.68074 2.78923 1.91556
C3 -3.51435 4.39099 -0.34066
Se1 -1.66913 1.69708 0.86370
H1 -5.34504 2.28138 -1.42054
H2 -5.19512 0.87602 -0.35876
H3 -3.96818 1.17804 -1.60771
H4 -5.64505 3.25551 1.69613
H5 -4.16931 3.38991 2.67033
H6 -4.85816 1.80329 2.34898
H7 -4.51462 4.83358 -0.35028
H8 -3.13801 4.39369 -1.36493
H9 -2.86753 5.02954 0.26431
C4 1.40050 3.88951 0.63679
S1 1.10972 3.49283 -1.08424
C5 -0.05671 4.81704 -1.40322
O1 2.36279 3.85024 -1.82954
H10 1.73865 4.92460 0.70135
H11 2.16973 3.21643 1.00522
H12 0.47625 3.71455 1.18767
H13 -0.91803 4.67447 -0.75466
H14 -0.36102 4.74382 -2.44526
H15 0.43088 5.77564 -1.22130
C6 1.02643 -1.67284 -1.53743
C7 1.20336 -2.84391 -0.65976
C8 0.26046 -3.88650 -0.67639
C9 0.32611 -4.93655 0.21389
C10 1.35735 -4.98116 1.15472
C11 2.33145 -3.98174 1.16565
C12 2.25258 -2.93951 0.26213
C13 1.40707 -6.06044 2.09724
N1 1.43841 -6.93613 2.84438
H16 0.36059 -1.91960 -2.36997
H17 1.97561 -1.29079 -1.92445
H18 -0.54734 -3.85011 -1.39931
H19 -0.41906 -5.72171 0.19115
H20 3.14379 -3.99975 1.87981
H21 3.02433 -2.18369 0.28540
C14 -4.38954 -1.68444 -1.99728
N2 -3.47246 -1.80417 -0.87144
C15 -3.79438 -2.56406 0.21467
C16 -2.95950 -2.73598 1.25994
C17 -1.69305 -2.06362 1.18901
N3 -1.40949 -1.31967 0.14860
C18 -2.25508 -1.14823 -0.90764
O2 -1.88091 -0.46735 -1.85247
N4 -0.78966 -2.16148 2.16533
H22 -4.82138 -2.66199 -2.20862
H23 -3.81963 -1.34227 -2.85592
H24 -5.17288 -0.95975 -1.78288
H25 -4.76474 -3.03976 0.17383
H26 -3.23381 -3.35014 2.10250
H27 -1.00588 -2.63428 3.02233
H28 0.05421 -1.60624 2.12124
O3 5.07322 0.47402 3.20532
S2 4.47336 -0.36759 2.20709
O4 4.62189 -1.79526 2.36007
N5 2.90362 0.00486 1.96723
C19 2.69680 0.43516 0.74138
O5 1.56378 0.74257 0.27816
C20 3.93122 0.54531 -0.10853
C21 4.05311 1.00247 -1.40813
C22 5.31863 0.98025 -1.98229
C23 6.42156 0.51242 -1.27352
C24 6.29658 0.06468 0.03779
C25 5.03517 0.10298 0.59245
H29 3.19981 1.40214 -1.93975
H30 5.45181 1.34315 -2.99294
H31 7.39582 0.50779 -1.74650
H32 7.15028 -0.28948 0.59918

---

No. 7
C2H13NO3S | wB97M-V/def2-TZVPD

Output
**HOMO**: -0.340 Ha
**Relative energy (zero: lowest compared OMol25 entry of this formula, charge and spin)**: 34.88 kcal per mole
**SMILES**: NCCS.O.O.O

CARTESIAN COORDINATES (ANGSTROEM)
N1 -0.37617 -1.17725 1.39002
C1 -1.18906 0.10413 1.72380
C2 -0.17607 1.04309 2.13473
S1 -1.00931 2.67340 2.76725
H1 -0.44474 -1.84992 2.19518
H2 -0.85198 -1.79752 0.60071
H3 -2.02498 -0.20235 2.53081
H4 -1.80181 0.52004 0.83144
H5 0.35446 0.74642 2.98294
H6 0.54551 1.29565 1.33918
H7 -1.58536 1.98800 3.78996
O1 2.21982 2.64028 -5.28335
H8 2.30684 2.93434 -4.34147
H9 3.19931 2.79996 -5.47417
O2 2.25554 -3.40639 1.11996
H10 1.73647 -2.61683 0.97375
H11 2.79208 -3.12190 1.86592
O3 -1.96562 -1.13048 -3.46943
H12 -2.59353 -0.35984 -3.46399
H13 -1.39140 -1.08284 -4.21323

---

No. 8
C3H3BrClF3 | wB97M-V/def2-TZVPD

Output
**HOMO (spin up / spin down)**: -0.383 / -0.383 Ha
**Relative energy (zero: lowest compared OMol25 entry of this formula, charge and spin)**: 32.20 kcal per mole

CARTESIAN COORDINATES (ANGSTROEM)
C1 -0.07071 -0.00375 -0.00491
C2 -1.55310 -0.17794 -0.08488
C3 -2.12805 -1.32960 0.75238
F1 -2.02668 -1.05951 2.05069
F2 -1.40812 -2.40083 0.52259
F3 -3.40052 -1.64066 0.52809
Cl1 -2.16084 -0.63964 -2.28805
Br1 -2.60312 1.40836 0.07237
H1 0.32416 0.72635 0.67105
H2 0.44122 0.10526 -0.95902
H3 0.24769 -1.09664 0.36407